Here is 6 unconnected molecules or ions with the total composition C53H90ClF3IO19P from the Open Molecules 2025 dataset. Energies are from the ωB97M-V functional and the def2-TZVPD basis.

Last column: Mulliken charge in e.
Positions of all 168 atoms, in Å:
C1 -0.10 -10.30 1.95  -1.140
C2 -0.53 -9.56 3.25  -0.836
C3 -1.23 -8.19 3.00  -0.768
C4 -0.54 -7.28 2.00  0.571
C5 0.80 -6.86 2.10  1.134
C6 1.56 -7.31 3.34  -1.574
O1 0.84 -7.07 4.56  -0.153
O2 1.03 -5.70 4.86  -0.412
C7 1.38 -6.08 1.12  -0.172
C8 2.86 -5.69 1.16  0.452
F1 3.63 -6.50 1.93  -0.321
F2 3.10 -4.46 1.55  -0.190
F3 3.36 -5.94 -0.08  -0.260
C9 0.60 -5.62 0.05  0.503
P1 1.24 -4.48 -1.26  1.080
O3 2.38 -3.68 -0.81  -0.469
O4 0.14 -3.38 -1.70  -0.194
O5 1.55 -5.28 -2.61  -0.579
C10 -0.73 -6.03 -0.04  0.074
C11 -1.30 -6.88 0.91  0.936
C12 -2.72 -7.32 0.66  -1.441
O6 -3.13 -8.46 0.74  -0.555
C13 -3.67 -6.22 0.20  0.853
C14 -4.96 -6.12 0.66  0.607
C15 -5.59 -7.09 1.65  -1.008
C16 -6.36 -8.23 0.93  0.143
O7 -5.85 -9.01 0.18  -0.394
I1 -8.50 -8.39 1.33  -0.040
C17 -5.74 -5.08 0.18  -0.737
C18 -5.20 -4.19 -0.72  0.799
Cl1 -6.30 -2.93 -1.27  -0.232
C19 -3.89 -4.28 -1.19  -0.362
C20 -3.35 -3.24 -2.15  -1.312
C21 -2.49 -2.24 -1.33  -0.122
C22 -3.27 -1.19 -0.52  0.016
C23 -2.69 -1.01 0.91  -1.561
C24 -1.34 -0.27 0.95  0.135
C25 -1.27 1.08 0.18  -1.047
C26 -0.04 1.02 -0.79  -0.672
C27 1.27 1.16 0.05  -0.274
C28 2.09 -0.16 0.12  0.180
C29 3.28 -0.20 -0.87  -0.364
C30 4.25 -1.33 -0.46  -0.612
O8 5.49 -0.83 0.03  -0.440
C31 6.25 -1.98 0.37  -0.708
C32 -3.12 -5.34 -0.73  0.387
C33 -1.68 -5.63 -1.18  -0.373
O9 -1.35 -5.60 -2.35  -0.598
H1 0.93 -10.67 2.11  0.326
H2 -0.08 -9.68 1.05  0.273
H3 -0.70 -11.20 1.83  0.343
H4 -1.29 -10.18 3.74  0.584
H5 0.30 -9.49 3.96  0.431
H6 -1.29 -7.67 3.97  0.465
H7 -2.26 -8.43 2.74  0.019
H8 2.51 -6.79 3.52  0.656
H9 1.79 -8.38 3.29  0.248
H10 0.39 -5.20 4.34  0.352
H11 0.22 -2.70 -1.02  -0.077
H12 1.61 -6.23 -2.42  0.419
H13 -4.78 -7.57 2.21  0.015
H14 -6.27 -6.59 2.34  0.687
H15 -6.77 -4.94 0.51  0.550
H16 -2.77 -3.68 -2.97  0.430
H17 -4.17 -2.68 -2.61  0.271
H18 -1.93 -2.84 -0.61  -0.293
H19 -1.78 -1.72 -1.99  0.788
H20 -3.36 -0.24 -1.05  0.465
H21 -4.30 -1.54 -0.37  0.083
H22 -3.44 -0.63 1.61  0.445
H23 -2.48 -2.04 1.25  0.287
H24 -0.54 -0.97 0.67  -0.185
H25 -1.15 -0.03 2.01  0.554
H26 -2.20 1.35 -0.34  0.430
H27 -1.05 1.90 0.87  0.523
H28 -0.02 0.05 -1.31  0.185
H29 -0.13 1.82 -1.53  0.532
H30 1.90 1.97 -0.35  -0.327
H31 1.01 1.44 1.08  0.557
H32 1.45 -1.02 -0.14  -0.717
H33 2.45 -0.33 1.15  0.418
H34 2.89 -0.44 -1.87  0.272
H35 3.79 0.77 -0.95  0.425
H36 3.74 -1.97 0.28  0.315
H37 4.44 -1.99 -1.33  0.376
H38 6.41 -2.61 -0.52  0.295
H39 7.22 -1.65 0.77  0.315
H40 5.74 -2.55 1.17  0.262
C34 1.06 7.44 0.22  -0.310
O10 2.43 7.30 0.56  -0.399
C35 2.67 6.19 1.41  -0.124
C36 3.23 5.01 0.64  -0.905
O11 2.29 4.48 -0.28  0.000
C37 2.52 4.91 -1.61  -0.883
H41 0.99 8.15 -0.61  0.276
H42 0.62 6.49 -0.10  0.328
H43 0.49 7.84 1.07  -0.136
H44 1.76 5.90 1.94  0.302
H45 3.40 6.51 2.15  0.219
H46 3.47 4.21 1.35  0.350
H47 4.16 5.30 0.12  0.400
H48 3.37 4.37 -2.03  0.270
H49 2.70 5.98 -1.67  0.391
H50 1.64 4.67 -2.20  0.228
C38 -6.10 -1.94 -5.28  -0.655
O12 -4.88 -2.62 -5.53  -0.358
C39 -5.03 -4.03 -5.58  -0.054
C40 -5.04 -4.53 -7.01  -0.788
O13 -6.20 -4.09 -7.71  -0.368
C41 -5.94 -2.99 -8.56  -0.680
H51 -5.95 -0.89 -5.49  0.247
H52 -6.91 -2.32 -5.92  0.380
H53 -6.39 -2.06 -4.23  0.165
H54 -5.93 -4.35 -5.05  0.324
H55 -4.16 -4.46 -5.07  0.175
H56 -5.08 -5.63 -7.00  0.388
H57 -4.13 -4.23 -7.54  0.371
H58 -5.41 -3.33 -9.46  0.327
H59 -5.35 -2.21 -8.07  0.279
H60 -6.89 -2.57 -8.87  0.241
C42 2.11 11.07 6.18  -0.434
O14 3.29 10.35 5.85  -0.392
C43 3.08 8.94 5.79  -0.871
C44 2.95 8.46 4.36  -0.470
O15 1.78 8.95 3.74  0.120
C45 2.04 10.05 2.88  -0.847
H61 2.30 12.12 5.96  0.255
H62 1.26 10.74 5.58  0.011
H63 1.89 10.96 7.24  0.332
H64 2.20 8.66 6.38  0.345
H65 3.95 8.47 6.25  0.416
H66 2.87 7.36 4.37  0.275
H67 3.84 8.72 3.78  0.467
H68 2.50 9.69 1.95  0.226
H69 2.68 10.79 3.34  0.446
H70 1.08 10.51 2.63  0.171
C46 7.27 2.98 -4.65  -0.704
O16 7.88 1.78 -4.22  -0.388
C47 7.38 1.32 -2.96  -0.697
C48 6.38 0.20 -3.14  0.097
O17 5.19 0.65 -3.78  -0.234
C49 5.14 0.31 -5.15  -0.871
H71 7.52 3.13 -5.70  0.245
H72 6.18 2.94 -4.55  0.282
H73 7.66 3.83 -4.07  0.329
H74 6.94 2.15 -2.40  0.321
H75 8.23 0.94 -2.40  0.383
H76 6.08 -0.16 -2.14  0.026
H77 6.82 -0.64 -3.68  0.345
H78 4.91 -0.75 -5.27  0.312
H79 6.08 0.54 -5.66  0.370
H80 4.34 0.89 -5.61  0.229
C50 -3.87 7.84 1.86  -0.729
O18 -3.49 9.19 1.66  -0.380
C51 -3.99 10.06 2.66  -0.530
C52 -2.91 10.41 3.68  -0.361
O19 -2.52 9.27 4.43  -0.428
C53 -1.30 8.71 3.98  0.006
H81 -3.26 7.22 1.20  0.226
H82 -3.70 7.53 2.89  0.325
H83 -4.92 7.70 1.60  0.333
H84 -4.86 9.63 3.16  0.315
H85 -4.31 10.98 2.16  0.374
H86 -3.32 11.14 4.38  0.422
H87 -2.05 10.86 3.18  0.179
H88 -0.46 9.33 4.30  -0.345
H89 -1.28 8.59 2.90  0.213
H90 -1.19 7.73 4.44  0.334

Computed properties:
* structure (SMILES): CCCc1c(COO)c(C(F)(F)F)c(P(=O)(O)O)c2c1C(=O)c1c(CC(=O)I)cc(Cl)c(CCCCCCCCCCCOC)c1C2=O.COCCOC.COCCOC.COCCOC.COCCOC.COCCOC
* F_max: 2.3 eV Å⁻¹
* orbital gap: 7.61 eV
* E: -4901.62719 hartree
* molar mass: 1281.6 u